Entry A
DFT (wB97M-V/def2-TZVPD) results for C6H9FS as an isolated structure.

```
17
C6H9FS | the Open Molecules 2025 dataset | wB97M-V/def2-TZVPD
S 1.552 -2.286 -0.371
F -2.094 -1.517 1.021
C -0.274 -0.256 0.146
C 0.174 0.988 -0.084
C 1.395 1.760 0.241
C -1.724 -0.812 -0.044
C -2.606 -0.432 -0.985
C 0.794 -1.144 0.759
H -3.971 -0.276 -0.697
H 0.236 -1.672 1.460
H -2.012 0.164 -1.697
H 2.313 1.112 0.410
H -0.623 1.532 -0.540
H 1.824 2.286 -0.573
H 1.263 2.519 0.887
H 2.209 -1.424 -1.337
H 1.545 -0.543 1.401
```

Its HOMO-LUMO gap is 9.6527 eV.

Entry B
DFT (wB97M-V/def2-TZVPD) results for one molecule with the formula C6H9FS.

```
17
C6H9FS | the Open Molecules 2025 dataset | wB97M-V/def2-TZVPD
S 0.815 -1.815 -0.847
F -2.412 -0.644 -1.081
C -0.438 0.739 -0.823
C -1.170 -0.795 0.970
C 0.295 -1.036 0.716
C -1.684 0.111 -0.123
C 0.758 -0.088 -0.353
C 2.049 0.680 -0.246
H 0.854 -1.152 1.629
H -1.251 -0.427 1.980
H 2.984 0.022 -0.148
H -1.636 -1.767 0.945
H -0.409 1.730 -0.368
H 2.160 1.338 -1.154
H 2.137 1.384 0.621
H -0.662 0.820 -1.918
H -2.390 0.901 0.203
```

Its HOMO-LUMO gap is 9.6324 eV.

Short version: entry B, entry A, most stable first.